The following is a quantum chemistry calculation of a cluster of 2 separate species, C23H35N3O7PSi in total, from the OMol25 dataset.

Geometry as XYZ:
```
70
Properties=species:S:1:pos:R:3:lowdin_charge:R:1
C 0.46679 4.59842 2.24441 -0.034
C 1.02719 3.93719 1.01986 -0.268
C 1.37358 4.66886 -0.11430 -0.026
C 1.91988 4.02470 -1.22682 -0.046
C 2.12296 2.64833 -1.23829 -0.045
C 1.78043 1.89043 -0.12253 -0.225
C 1.98350 0.40278 -0.02861 -0.102
C 1.13578 -0.46329 -0.98400 -0.226
C 1.28000 -1.92489 -0.51649 -0.119
N 0.18520 -2.37179 0.38923 0.090
C -0.52691 -1.36128 1.01941 -0.366
N -0.95257 -1.59605 2.24625 0.000
P -2.04418 -0.62811 3.29249 0.852
O -1.07816 0.55329 3.84548 -0.248
O -3.07316 0.02304 2.23673 -0.256
N -0.81096 -0.18199 0.42702 0.150
C -0.36456 -0.17502 -0.97539 -0.228
C -0.80253 1.04373 -1.80524 -0.082
C -1.63894 2.09642 -1.09775 -0.276
O -2.95072 1.64362 -0.84691 -0.201
Si -4.04850 2.80624 -0.32434 0.429
C -4.07065 3.03254 1.54310 -0.153
C -3.79124 4.48988 -1.10363 -0.156
C -5.73981 2.18377 -0.82445 -0.150
C 1.23884 2.55817 0.98744 -0.034
H 1.18974 5.25388 2.72193 0.091
H -0.38630 5.21376 1.96230 0.085
H 0.12323 3.87609 2.97957 0.069
H 1.25581 5.74198 -0.13483 0.119
H 2.21122 4.60009 -2.09202 0.111
H 2.56911 2.16043 -2.09451 0.122
H 3.02663 0.18413 -0.25581 0.136
H 1.81921 0.07279 0.99700 0.116
H 1.49499 -0.39503 -2.00730 0.153
H 2.23075 -2.07470 -0.01332 0.125
H 1.28687 -2.58680 -1.37445 0.112
H -0.47535 -2.97839 -0.08851 0.156
H -0.64420 -2.46023 2.66966 0.117
H -0.57419 1.04380 3.17740 0.031
H -2.67548 0.70973 1.67702 0.023
H -0.44717 0.61365 0.94785 0.115
H -0.84779 -1.03806 -1.42534 0.155
H 0.03177 1.53307 -2.29104 0.106
H -1.43708 0.67105 -2.60797 0.130
H -1.13411 2.42497 -0.18039 0.102
H -1.61823 2.97195 -1.74950 0.118
H -4.54240 2.15879 1.98801 0.027
H -4.66858 3.89858 1.80602 0.043
H -3.05505 3.13751 1.93232 0.022
H -4.58144 5.14441 -0.74570 0.043
H -2.85542 4.91294 -0.73285 0.029
H -3.75625 4.45009 -2.18824 0.041
H -6.02490 2.51898 -1.81715 0.034
H -5.82127 1.10392 -0.72556 0.034
H -6.46375 2.59280 -0.11819 0.037
H 1.00683 1.97947 1.87972 0.099
C 3.53960 -5.90947 -2.03516 0.072
C 4.58864 -6.70760 -1.77551 -0.230
C 4.76051 -7.38490 -0.43883 -0.306
O 5.72651 -8.10297 -0.29106 0.131
C 3.76533 -7.13572 0.59340 0.084
C 2.72507 -6.33843 0.32787 -0.235
C 2.54409 -5.68432 -1.01371 -0.309
O 1.55387 -4.98180 -1.17198 0.061
O 1.77550 -6.06106 1.21908 0.108
O 5.53657 -6.95877 -2.65753 0.136
H 3.40548 -5.42189 -2.99036 0.136
H 3.90346 -7.61212 1.55365 0.141
H 1.14763 -5.47229 0.76242 0.103
H 6.16926 -7.56325 -2.22104 0.130
```

The multiplicity is 1. For the HOMO-LUMO gap, the calculation gives 8.20 eV. For the calculated total energy, the calculation gives -2219.12937 a.u. As for the total charge: +1. The max |F| comes out at 2.1 eV/Å. The value obtained for the highest occupied orbital energy is -0.4325 hartree.

***

The following is a quantum chemistry calculation of the molecule C4H4N2O, from the OMol25 dataset.

Geometry as XYZ:
```
11
Properties=species:S:1:pos:R:3:lowdin_charge:R:1
N 2.23681 0.27409 0.07484 0.177
C 0.98863 0.07458 0.01425 -0.438
C 0.44843 -1.30245 0.09781 -0.042
N -0.81707 -1.55165 0.18045 0.042
C -1.61247 -0.53664 0.61511 0.018
C -1.29876 0.74108 -0.02467 -0.208
O 0.07748 1.02391 -0.33772 -0.007
H 2.46328 1.25523 -0.09538 0.072
H 1.16492 -2.10780 -0.04221 0.122
H -1.93385 0.48368 -0.90192 0.142
H -1.71739 1.64597 0.41943 0.122
```

The multiplicity is 1. For the HOMO-LUMO gap (alpha / beta), the calculation gives 7.61 / 7.61 eV. For the calculated total energy, the calculation gives -339.41527 a.u. The max |F| comes out at 0.8 eV/Å. Its energy above the lowest of the compared OMol25 structures with the same formula, charge and spin is 4.528 eV. The value obtained for the highest occupied orbital energy (alpha / beta) is -0.3230 / -0.3231 hartree.

***

The following is a quantum chemistry calculation of the molecule C19H30N2O, from the OMol25 dataset.

Geometry as XYZ:
```
52
Properties=species:S:1:pos:R:3:lowdin_charge:R:1
C 5.56691 0.75995 -0.05353 -0.050
H 6.50781 0.40875 0.36396 0.086
H 5.76972 1.22109 -1.01783 0.084
H 5.16424 1.51894 0.61430 0.076
C 4.59129 -0.40706 -0.21585 -0.532
C 5.14174 -1.39963 -1.24254 -0.050
H 5.12918 -0.96739 -2.24105 0.084
H 4.53660 -2.30292 -1.24319 0.086
H 6.16560 -1.67098 -0.99631 0.083
C 3.22178 0.09694 -0.71485 -0.179
N 2.40076 0.60779 0.37220 -0.033
H 2.88959 1.37763 0.82014 0.114
C 1.07712 1.06344 -0.03315 -0.335
C 0.51969 2.03577 1.00428 -0.157
C -0.90734 2.41910 0.63170 -0.168
C -1.76511 1.16559 0.48519 -0.182
N -1.19172 0.31588 -0.54081 -0.130
C 0.12646 -0.13634 -0.14965 -0.145
H 0.49535 -0.82534 -0.91213 0.120
H 0.12354 -0.66860 0.81876 0.132
C -2.05563 -0.73825 -1.04097 -0.283
C -2.67483 -1.66078 0.04173 -0.068
C -4.05424 -1.11211 0.24296 -0.195
C -4.94221 -1.36094 1.26965 -0.030
C -6.18222 -0.73748 1.24839 -0.091
C -6.52264 0.11861 0.21506 -0.091
C -5.62932 0.37007 -0.81723 -0.033
C -4.39543 -0.24817 -0.79547 -0.204
C -3.27068 -0.13566 -1.77935 -0.073
H -3.49778 -0.72122 -2.67346 0.124
H -3.07291 0.88953 -2.09102 0.122
H -5.89508 1.04166 -1.62096 0.111
H -7.49085 0.59766 0.21314 0.098
H -6.88696 -0.92087 2.04629 0.098
H -4.67807 -2.02776 2.07788 0.111
H -2.73095 -2.68830 -0.32636 0.125
H -2.08592 -1.67122 0.95898 0.113
H -1.44259 -1.32101 -1.73490 0.139
H -2.77814 1.44482 0.19547 0.121
H -1.82123 0.65411 1.46240 0.132
H -1.33610 3.07077 1.39466 0.112
H -0.90178 2.95616 -0.31833 0.116
H 1.14902 2.92784 1.06023 0.115
H 0.53149 1.54984 1.98292 0.123
H 1.10550 1.57087 -1.01423 0.153
H 3.38056 0.85088 -1.50550 0.131
H 2.68485 -0.74013 -1.16816 0.117
C 4.42484 -1.11971 1.14666 -0.237
O 3.30001 -1.95285 1.20984 -0.063
H 2.53337 -1.37174 1.09401 0.057
H 5.29094 -1.76073 1.32967 0.128
H 4.38179 -0.36646 1.94632 0.119
```

The multiplicity is 1. For the HOMO-LUMO gap, the calculation gives 9.27 eV. As for the SMILES: CC(C)(CO)CN[C@@H]1CCCN(C2Cc3ccccc3C2)C1. For the calculated total energy, the calculation gives -926.74852 a.u. The max |F| comes out at 0.5 eV/Å. Its energy above the lowest of the compared OMol25 structures with the same formula, charge and spin is 0.599 eV. The value obtained for the highest occupied orbital energy is -0.3116 hartree.

***

Among the records above, which one has the lowest max |F|?
C19H30N2O

***

Look up the multiplicity of the first one.
1